ORCA calculation (wB97M-V/def2-TZVPD) on the molecule C4H8ClN2O2P in a non-equilibrium geometry.

Cartesian coordinates (Å):
C 1.158 -0.071 -0.249
C -1.238 -0.773 -0.617
C -0.181 0.397 -2.323
C 1.680 -0.079 2.243
N 0.006 -0.362 -1.127
N 0.979 -0.552 1.017
O 2.111 0.511 -0.723
O -1.721 1.678 0.732
P -1.438 0.284 0.975
Cl -2.766 -0.469 2.271
H -2.231 -0.584 -1.263
H -1.197 -1.932 -0.367
H 0.270 -0.087 -3.075
H -1.226 0.558 -2.532
H 0.318 1.389 -2.167
H 0.998 0.692 2.653
H 1.867 -0.992 2.697
H 2.611 0.392 1.853

Orbital gap ... 0.2759 Ha
Relative energy (zero: lowest compared OMol25 entry of this formula, charge and spin) ... 260.75 kJ/mol
E_HOMO ... -9.2980 eV